No. 1
{
  "formula": "C30H45IrN3O3SSbSi",
  "method": "ωB97M-V with the def2-TZVPD basis set",
  "charge": 2,
  "fmax_ev_per_a": 2.3,
  "relative_energy_kcal_mol": 18.5,
  "elements": ["Ir", "C", "C", "C", "C", "C", "C", "N", "Sb", "C", "C", "C", "C", "C", "C", "N", "C", "C", "C", "C", "C", "C", "N", "H", "H", "H", "H", "H", "H", "H", "H", "H", "H", "H", "H", "H", "H", "H", "H", "H", "H", "C", "C", "C", "C", "O", "Si", "S", "O", "C", "C", "C", "C", "O", "C", "C", "C", "C", "H", "H", "H", "H", "H", "H", "H", "H", "H", "H", "H", "H", "H", "H", "H", "H", "H", "H", "H", "H", "H", "H", "H", "H", "H", "H", "H"],
  "positions_angstrom": [[-1.2528, 0.9278, 1.2845], [1.6628, 2.0685, 2.4306], [0.6412, 2.1239, 3.5197], [1.0170, 2.5060, 4.8031], [0.0786, 2.5701, 5.8127], [-1.2422, 2.2727, 5.5134], [-1.5667, 1.8942, 4.2225], [-0.6439, 1.8093, 3.2516], [-3.6865, 1.5190, 3.9120], [-3.3950, -0.4422, 3.0207], [-4.1113, -1.4749, 3.5969], [-4.0678, -2.7322, 3.0103], [-3.3505, -2.8949, 1.8422], [-2.6592, -1.8209, 1.2934], [-1.9484, -1.9596, -0.0087], [-2.6661, -0.6230, 1.9078], [-3.7929, 2.5394, 1.9902], [-4.9221, 3.3199, 1.8130], [-5.0342, 4.0843, 0.6607], [-3.9971, 4.0709, -0.2510], [-2.8820, 3.2713, -0.0279], [-1.7435, 3.2630, -0.9964], [-2.8095, 2.5046, 1.0774], [2.6221, 2.4368, 2.7853], [1.3463, 2.6753, 1.5817], [1.7925, 1.0439, 2.0813], [2.0508, 2.7515, 4.9987], [0.3673, 2.8535, 6.8164], [-2.0084, 2.3274, 6.2748], [-4.6995, -1.2953, 4.4865], [-4.6113, -3.5607, 3.4454], [-3.3242, -3.8526, 1.3427], [-2.2520, -2.8795, -0.5039], [-0.8668, -1.9897, 0.1183], [-2.1916, -1.1095, -0.6489], [-5.7025, 3.3302, 2.5618], [-5.9107, 4.6948, 0.4870], [-4.0389, 4.6819, -1.1411], [-1.8584, 4.0533, -1.7339], [-1.6948, 2.3082, -1.5213], [-0.7996, 3.4031, -0.4698], [-0.7028, -2.5817, -3.4256], [-0.2169, -1.1899, -3.8054], [-1.3314, -0.1566, -3.6907], [0.3780, -1.1824, -5.2072], [0.8403, -0.7824, -2.9128], [1.5026, -0.8684, -1.4793], [0.3823, 0.7367, -0.2926], [3.0032, -0.3446, -1.4901], [3.7536, 0.8152, -1.9363], [3.9789, 1.6966, -0.7120], [2.9956, 1.5726, -3.0187], [5.0746, 0.2891, -2.4782], [1.2867, -2.1622, -0.5635], [2.1781, -3.1663, 0.0152], [1.2990, -4.0524, 0.8845], [2.7930, -3.9684, -1.1229], [3.2524, -2.4946, 0.8613], [-1.2929, -3.0125, -4.2332], [-1.3206, -2.5416, -2.5283], [0.1522, -3.2320, -3.2359], [-2.1697, -0.4309, -4.3304], [-0.9646, 0.8249, -3.9946], [-1.6838, -0.1009, -2.6568], [-0.4129, -1.3097, -5.9458], [1.1011, -1.9893, -5.3278], [0.8782, -0.2327, -5.3960], [3.0180, 2.0304, -0.3142], [4.5717, 2.5709, -0.9791], [4.5068, 1.1395, 0.0632], [2.0174, 1.8953, -2.6537], [2.8526, 0.9449, -3.8980], [3.5654, 2.4539, -3.3107], [5.6048, -0.2826, -1.7166], [5.6969, 1.1289, -2.7868], [4.9024, -0.3542, -3.3412], [0.4995, -4.5041, 0.2951], [0.8597, -3.4840, 1.7074], [1.9061, -4.8496, 1.3114], [2.0142, -4.4532, -1.7132], [3.4540, -4.7381, -0.7259], [3.3787, -3.3166, -1.7753], [2.7945, -1.8440, 1.6103], [3.9083, -1.8922, 0.2374], [3.8468, -3.2503, 1.3730]]
}

No. 2
{
  "formula": "C27H43ClN4PReSi",
  "method": "ωB97M-V with the def2-TZVPD basis set",
  "charge": 1,
  "fmax_ev_per_a": 0.6,
  "relative_energy_kcal_mol": 3.5,
  "multiplicity": 2,
  "elements": ["Re", "C", "C", "C", "C", "C", "C", "C", "C", "N", "C", "C", "C", "C", "H", "H", "H", "H", "H", "H", "H", "H", "H", "H", "H", "H", "H", "H", "H", "H", "H", "H", "C", "Si", "C", "C", "C", "C", "C", "C", "C", "H", "H", "H", "H", "H", "H", "H", "H", "H", "H", "H", "Cl", "C", "H", "H", "C", "N", "C", "N", "C", "N", "C", "P", "C", "C", "H", "H", "H", "H", "H", "H", "H", "H", "H", "H", "H", "H"],
  "positions_angstrom": [[-0.8067, 0.2632, -0.5305], [0.3617, 5.0501, 1.8719], [0.5975, 3.5789, 2.0842], [1.7594, 3.1303, 2.7053], [2.0207, 1.7711, 2.8890], [3.2755, 1.3150, 3.5858], [1.0921, 0.8492, 2.4246], [-0.0922, 1.2743, 1.8265], [-0.3346, 2.6342, 1.6617], [-1.0513, 0.3163, 1.3349], [-1.7967, -0.6241, 2.2293], [-3.2426, -0.6620, 1.7372], [-1.1537, -2.0095, 2.1442], [-1.7668, -0.1064, 3.6635], [0.5214, 5.6098, 2.7934], [-0.6513, 5.2466, 1.5249], [1.0597, 5.4398, 1.1287], [2.4863, 3.8576, 3.0515], [4.1006, 2.0033, 3.4026], [3.5760, 0.3172, 3.2629], [3.1163, 1.2763, 4.6650], [1.2658, -0.2125, 2.5625], [-1.2770, 2.9475, 1.2259], [-3.2996, -0.9336, 0.6817], [-3.7109, 0.3149, 1.8676], [-3.8108, -1.4036, 2.2998], [-1.1627, -2.3637, 1.1104], [-1.7090, -2.7276, 2.7494], [-0.1227, -1.9867, 2.5027], [-2.0942, 0.9337, 3.7060], [-0.7747, -0.1759, 4.1098], [-2.4516, -0.7029, 4.2664], [-1.4651, -1.0906, -3.7280], [-1.4247, -1.7181, -1.9656], [-0.1867, -3.1191, -1.7747], [-3.1126, -2.3363, -1.4680], [-4.2814, -1.6781, -1.8630], [-5.5248, -2.1105, -1.4249], [-5.6228, -3.2104, -0.5840], [-4.4754, -3.8896, -0.1954], [-3.2339, -3.4545, -0.6348], [-1.7436, -1.9115, -4.3944], [-0.4973, -0.7065, -4.0597], [-2.2090, -0.2991, -3.8462], [0.6945, -2.9641, -2.4016], [-0.6421, -4.0645, -2.0803], [0.1482, -3.2334, -0.7400], [-4.2246, -0.8143, -2.5150], [-6.4201, -1.5904, -1.7416], [-6.5928, -3.5467, -0.2417], [-4.5491, -4.7604, 0.4435], [-2.3497, -4.0038, -0.3291], [-3.3567, 1.7534, -1.4024], [-1.5656, 1.8724, -1.5560], [-1.2664, 2.9029, -1.3942], [-1.3039, 1.5916, -2.5893], [4.4483, 0.6733, -0.4398], [4.0025, -0.6779, -0.7928], [4.1258, -0.8562, -2.2396], [3.4097, 0.1610, -3.0116], [3.8849, 1.4838, -2.6045], [3.7485, 1.7311, -1.1702], [2.3505, 1.8277, -0.7729], [1.4573, 0.2471, -1.1168], [2.6453, -0.9409, -0.3325], [1.9658, 0.0301, -2.8930], [5.5114, 0.7475, -0.6701], [4.3125, 0.8280, 0.6324], [3.7582, -1.8463, -2.5138], [5.1826, -0.7956, -2.5002], [3.3384, 2.2500, -3.1562], [4.9409, 1.5572, -2.8646], [1.8562, 2.6373, -1.3157], [2.2750, 2.0484, 0.2909], [2.3587, -1.9664, -0.5751], [2.5906, -0.8221, 0.7492], [1.4711, 0.7921, -3.4997], [1.6477, -0.9485, -3.2550]]
}

No. 3
{
  "formula": "C3H5BCu",
  "method": "ωB97M-V with the def2-TZVPD basis set",
  "total_energy_ha": -1782.08714,
  "charge": 1,
  "fmax_ev_per_a": 10.4,
  "elements": ["B", "C", "C", "C", "H", "H", "H", "H", "H", "Cu"],
  "positions_angstrom": [[-0.6117, 0.5703, -0.8808], [0.6355, -0.4245, -0.4301], [0.9117, -0.0948, 1.1859], [0.9222, 0.1399, 2.5945], [-1.6843, 0.0833, -0.9151], [-0.3763, 1.7187, -1.0875], [1.6178, -0.2495, -1.0476], [0.2770, -1.5257, -0.6033], [0.5280, 0.2750, 3.7131], [-2.2199, -0.4925, -2.5291]]
}